Molecular formula: C12H34AlNO13P3
Method: DFT, ωB97M-V/def2-TZVPD

M ... 520.30 g mol⁻¹
HOMO (spin up / spin down) ... -14.91 / -14.89 eV
Total energy ... -2776.59207 Ha
LUMO level (spin up / spin down) ... -6.14 / -10.94 eV

Geometry as ORCA input:
```
! RIJCOSX wB97M-V def2-TZVPD def2/J DEFGRID3
* xyz 2 2
Al 26.27584 -3.08199 -27.71068
C 28.16837 -3.11188 -31.25788
O 27.21192 -3.50510 -30.49100
N 29.02201 -3.93833 -31.88475
C 30.14919 -3.48274 -32.70430
C 29.09973 -5.34947 -31.69135
H 28.26819 -2.05552 -31.55173
H 30.17802 -2.40252 -32.84707
H 29.93124 -4.09645 -33.57835
H 31.03579 -3.89199 -32.21997
H 28.31231 -5.83297 -31.11317
H 28.88787 -5.83007 -32.64646
H 29.94731 -5.69815 -31.10133
C 29.31799 -3.10841 -22.65090
O 29.80065 -4.04165 -23.62952
P 28.75091 -4.69082 -24.66756
O 28.22626 -3.88681 -25.76294
O 29.61975 -5.98376 -25.22859
C 30.51037 -6.72601 -24.36280
O 27.55446 -5.22520 -23.68389
C 27.90119 -5.84692 -22.47814
H 28.27177 -2.81519 -22.73777
H 29.86465 -2.17227 -22.76444
H 29.49691 -3.59613 -21.69266
H 30.65247 -6.19006 -23.42436
H 31.50869 -6.88292 -24.77126
H 30.06278 -7.68883 -24.11633
H 27.53244 -5.29817 -21.61154
H 28.98233 -5.95872 -22.39606
H 27.52342 -6.86667 -22.40395
C 21.28506 -1.57278 -30.31054
O 22.31591 -0.93820 -30.89707
P 23.82227 -1.58754 -31.07834
O 24.44627 -1.96875 -29.77906
O 23.49357 -2.81065 -32.10383
C 24.43397 -3.35888 -33.08961
O 24.71200 -0.62004 -31.95173
C 24.26384 0.10452 -33.12943
H 20.36615 -1.47038 -30.88780
H 20.99689 -1.08501 -29.37934
H 21.44210 -2.62467 -30.07188
H 23.95528 -3.97417 -33.85143
H 25.13419 -4.09698 -32.69845
H 25.02405 -2.61398 -33.62349
H 24.50580 -0.30660 -34.10949
H 24.89317 0.99263 -33.07180
H 23.22431 0.39874 -32.98484
C 25.98013 -7.08122 -32.32386
O 26.00379 -6.21510 -31.22857
P 24.63536 -5.95254 -30.36253
O 24.68299 -4.82896 -29.37440
O 23.39129 -5.90919 -31.45658
C 22.04140 -5.86259 -31.08970
O 24.44944 -7.41460 -29.65216
C 23.43402 -7.74345 -28.77890
H 25.70062 -6.54541 -33.23099
H 25.20539 -7.84324 -32.23900
H 26.97959 -7.49954 -32.44293
H 21.61690 -6.85912 -31.21144
H 21.49643 -5.07903 -31.61613
H 21.85411 -5.62995 -30.04142
H 22.58262 -8.12786 -29.34055
H 23.11797 -6.92694 -28.12965
H 23.79665 -8.47915 -28.06103
*
```

---

Molecular formula: C25H47BrN4O13P
Method: DFT, ωB97M-V/def2-TZVPD

M ... 722.54 g mol⁻¹
HOMO ... -11.23 eV
Total energy ... -5093.20385 Ha
LUMO level ... -2.93 eV

Geometry as ORCA input:
```
! RIJCOSX wB97M-V def2-TZVPD def2/J DEFGRID3
* xyz 1 1
N -4.14640 2.62850 6.36067
C -4.14098 1.71405 5.22377
C -3.29795 2.13466 4.02310
C -1.80373 2.02471 4.29291
C -0.93066 2.33781 3.07825
C 0.56620 2.33506 3.45154
C 1.44221 1.53843 2.50755
Br 3.31486 1.74647 3.04792
C 1.37599 1.90688 1.00999
N 0.26107 1.36611 0.26033
C -0.14417 -0.00629 0.55867
P -0.56205 -1.01605 -0.99988
N 1.03447 -1.32710 -1.47462
O -1.08723 0.25175 -1.90552
C 0.91789 -0.69574 1.37773
N 1.11732 0.05636 2.67571
H -3.30112 2.55029 6.91243
H -4.22020 3.59403 6.05946
H -5.17363 1.56847 4.90375
H -3.78475 0.74672 5.58987
H -3.54830 1.49900 3.16896
H -3.53661 3.16315 3.74213
H -1.52266 2.68854 5.11531
H -1.59186 0.99501 4.61998
H -1.20038 3.32243 2.69732
H -1.16305 1.60846 2.30631
H 0.67050 1.92167 4.45978
H 0.98210 3.33756 3.50359
H 2.31339 1.59937 0.54814
H 1.34818 2.99347 0.95593
H -0.53237 1.99523 0.26246
H -1.07919 -0.03905 1.13835
H 1.62312 -0.51297 -1.62943
H 1.05063 -1.91387 -2.30565
H -0.43742 0.97541 -1.95977
H 0.59935 -1.70195 1.64396
H 1.88274 -0.75438 0.88268
H 0.26447 -0.02638 3.23704
H 1.87215 -0.36818 3.21838
C 6.16718 4.47066 3.79939
C 6.51510 4.98160 2.42733
C 7.57344 4.20167 1.66734
O 8.17151 5.21195 0.85575
C 7.99401 6.41205 1.46848
O 8.51117 7.42469 1.14196
O 7.13178 6.27418 2.50970
H 5.49032 5.15819 4.30462
H 5.67630 3.49939 3.71946
H 7.06172 4.36286 4.41293
H 5.61523 5.09086 1.81195
H 7.18129 3.41352 1.02965
H 8.33068 3.79346 2.34204
C -5.12513 2.35936 -2.29588
C -3.96754 2.69546 -1.39797
C -3.58496 1.63979 -0.37919
O -3.06644 2.43580 0.70712
C -3.63092 3.67559 0.62317
O -3.51856 4.50214 1.46979
O -4.29738 3.80738 -0.53102
H -5.38855 3.21605 -2.91344
H -4.85356 1.53140 -2.95119
H -5.99790 2.07514 -1.70798
H -3.09160 2.99576 -1.98088
H -2.83235 0.93662 -0.72587
H -4.46213 1.09695 -0.01894
C 0.58067 -2.60067 -7.17114
C -0.05442 -3.52075 -6.16704
C -1.56164 -3.67051 -6.24365
O -1.92019 -3.91669 -4.87134
C -0.96376 -3.40440 -4.09105
O -1.02579 -3.30944 -2.89740
O 0.09182 -2.99392 -4.81780
H 1.64269 -2.48217 -6.96234
H 0.47512 -3.02418 -8.16996
H 0.11116 -1.61599 -7.15353
H 0.41469 -4.50348 -6.16708
H -1.89578 -4.50247 -6.85526
H -2.04719 -2.74374 -6.55924
C 0.21911 -8.68214 -1.37327
C -0.27437 -7.53934 -2.21692
C -1.70423 -7.64037 -2.71561
O -1.64344 -6.93238 -3.96015
C -0.37406 -6.98169 -4.41063
O -0.03215 -6.62553 -5.49666
O 0.44761 -7.48061 -3.46790
H 1.28029 -8.56881 -1.15814
H -0.32447 -8.70429 -0.42818
H 0.07149 -9.63190 -1.88749
H -0.12003 -6.57882 -1.71654
H -2.44059 -7.16972 -2.07112
H -1.98716 -8.67612 -2.91795
*
```

---

Molecular formula: C22H25ClN2PRuS
Method: DFT, ωB97M-V/def2-TZVPD

M ... 517.02 g mol⁻¹
HOMO (spin up / spin down) ... -12.16 / -14.53 eV
Total energy ... -2256.68927 Ha
LUMO level (spin up / spin down) ... -6.24 / -10.46 eV

Geometry as ORCA input:
```
! RIJCOSX wB97M-V def2-TZVPD def2/J DEFGRID3
* xyz 2 6
Ru 0.91672 0.48644 -0.59629
Cl 1.66294 1.48107 1.36135
P -0.91773 -0.27403 0.21931
C -1.09890 -1.92055 -0.54036
C -2.07456 -2.15501 -1.51096
C -2.15315 -3.42266 -2.09192
C -1.25001 -4.42688 -1.71938
C -0.22837 -4.16023 -0.80045
C -0.11890 -2.88737 -0.24527
C -1.24415 -0.65570 1.97318
C -1.05870 0.36262 2.92220
C -1.56887 0.22763 4.21069
C -2.17369 -0.97634 4.58670
C -2.16893 -2.06764 3.71445
C -1.71049 -1.90091 2.40321
C -2.15913 0.99680 -0.20441
C -1.71588 2.25641 -0.61746
C -2.64820 3.15458 -1.14637
C -4.02062 2.89498 -1.03834
C -4.45465 1.68363 -0.48856
C -3.52582 0.72927 -0.08351
H -0.51301 1.26343 2.63127
H -1.50837 1.06228 4.91257
H -2.63013 -1.07416 5.57167
H -2.54334 -3.04224 4.02744
H -1.73823 -2.74132 1.70898
H -2.74042 -1.34124 -1.80510
H -2.92240 -3.61414 -2.84067
H -1.35146 -5.42592 -2.14271
H 0.48138 -4.93921 -0.51278
H 0.71564 -2.62605 0.41299
H -0.64082 2.49091 -0.55689
H -2.30355 4.06602 -1.62778
H -4.75637 3.63389 -1.35388
H -5.51677 1.46946 -0.36600
H -3.83324 -0.22005 0.34358
H 0.01487 -0.20066 -1.76700
H -0.10266 0.86912 -1.93796
S 2.11079 -0.08686 -2.72348
C 3.21886 0.73544 -1.72051
N 4.08674 -0.04967 -1.00473
C 5.39480 0.54140 -0.75408
C 5.16494 1.87630 -0.07984
C 4.34109 2.82779 -0.92209
N 3.27545 2.07967 -1.58552
H 4.10011 -1.01366 -1.33706
H 5.88543 0.62761 -1.73457
H 5.94015 -0.16409 -0.12629
H 6.12240 2.32936 0.17749
H 4.60999 1.69924 0.84639
H 4.93938 3.32012 -1.69852
H 3.89093 3.61237 -0.30951
H 2.51888 2.60870 -2.03319
*
```

---

Molecular formula: C5H14
Method: DFT, ωB97M-V/def2-TZVPD

M ... 74.17 g mol⁻¹
HOMO ... -11.11 eV
Total energy ... -198.86361 Ha
Structure (SMILES) ... CCC.CC
LUMO level ... 1.10 eV

Geometry as ORCA input:
```
! RIJCOSX wB97M-V def2-TZVPD def2/J DEFGRID3
* xyz 0 1
C -1.82863 -0.80308 -1.31191
C -0.38351 -0.41432 -1.62850
C -1.90163 -1.81327 -0.15132
H -2.46303 0.05355 -1.08856
H -2.19212 -1.32975 -2.20816
H 0.26924 -1.21499 -1.25363
H -1.69107 -2.79380 -0.55480
H -1.29489 -1.60122 0.71364
H 0.10166 0.39683 -1.10731
H -0.19570 -0.32887 -2.70465
H -2.94470 -2.06233 0.09461
C 2.29425 1.06608 1.84094
C 1.37623 1.93956 0.99329
H 1.77654 0.79360 2.76036
H 2.70987 0.23710 1.26199
H 3.17203 1.65139 2.15397
H 0.67379 2.51878 1.57040
H 1.78680 2.52015 0.16529
H 0.73486 1.18459 0.45433
*
```

---

Molecular formula: CH5N3O
Method: DFT, ωB97M-V/def2-TZVPD

M ... 75.07 g mol⁻¹
HOMO ... -8.83 eV
Total energy ... -280.48471 Ha
LUMO level ... 0.54 eV

Geometry as ORCA input:
```
! RIJCOSX wB97M-V def2-TZVPD def2/J DEFGRID3
* xyz 0 1
C 0.05027 -0.08204 0.11125
N -0.75368 -1.21414 0.32559
N -0.59194 1.10884 -0.06509
N 1.32535 -0.23244 -0.50735
O 1.82746 0.82722 -0.95348
H 1.10990 -0.26251 0.91091
H -1.48692 -1.27800 -0.37171
H -0.20267 -2.06487 0.32997
H -1.32235 1.35404 0.58245
H 0.04458 1.84391 -0.36254
*
```

---

The highest total energy belongs to which entry? C5H14